# CI4S

A molecular structure, CI4S in a non-equilibrium geometry (the ωB97M-V functional and the def2-TZVPD basis, the OMol25 dataset).

The multiplicity is 1. The total energy is -44272.2174 eV. The HOMO energy (alpha / beta) comes out at -8.45 / -8.30 eV. The calculation puts the HOMO-LUMO gap (alpha / beta) at 6.593 / 6.295 eV.

Last column: Mulliken charge in e.
Atoms and positions in Å:
C1 -0.49588 -0.60871 0.48599  -0.7346
S1 0.78979 0.29171 -1.58062  -0.1260
I1 -1.56170 -2.18995 -0.29156  0.2734
I2 1.31566 -1.10123 1.35560  0.2846
I3 -1.42331 1.04261 1.40422  0.2292
I4 1.37544 2.56558 -1.37363  0.0734